{
  "formula": "C16H10ClCrF5S",
  "method": "ωB97M-V/def2-TZVPD",
  "species": ["C", "C", "C", "H", "C", "C", "H", "H", "H", "H", "Cr", "Cl", "C", "C", "C", "H", "C", "C", "H", "H", "H", "H", "F", "C", "C", "F", "C", "F", "C", "S", "C", "F", "C", "F"],
  "positions_angstrom": [[-2.83, -1.01, -0.04], [-1.90, -1.19, -1.16], [-1.56, 0.09, -1.67], [-1.70, -2.13, -1.67], [-2.16, 1.09, -0.86], [-3.07, 0.44, 0.08], [-3.93, 0.90, 0.60], [-3.51, -1.77, 0.34], [-1.07, 0.27, -2.64], [-2.16, 2.18, -1.09], [-1.44, -0.17, 1.30], [-0.10, -1.95, 1.77], [2.90, 0.18, 0.03], [2.61, 1.43, -0.60], [2.15, 1.15, -1.92], [2.75, 2.41, -0.16], [2.19, -0.26, -2.13], [2.68, -0.86, -0.92], [2.86, -1.92, -0.78], [3.31, 0.05, 1.03], [1.83, 1.91, -2.65], [1.93, -0.78, -3.04], [-1.16, -0.79, 7.13], [-0.91, -0.18, 5.95], [-1.93, 0.50, 5.28], [-3.14, 0.63, 5.87], [-1.69, 1.04, 4.03], [-2.66, 1.80, 3.46], [-0.42, 0.92, 3.40], [-0.12, 1.63, 1.87], [0.62, 0.36, 4.18], [1.87, 0.36, 3.69], [0.37, -0.26, 5.39], [1.32, -0.99, 6.02]],
  "total_charge": -2,
  "multiplicity": 5,
  "e_lumo_ev": [4.8, 4.7],
  "orbital_gap_ev": [4.5118, 4.4813],
  "total_energy_ev": -82119.077,
  "max_force_ev_per_a": 2.3
}

=====

{
  "formula": "C4H6O2S",
  "method": "ωB97M-V/def2-TZVPD",
  "species": ["C", "C", "C", "S", "H", "H", "H", "H", "H", "H", "O", "C", "O"],
  "positions_angstrom": [[-1.98, -0.07, 0.65], [-0.56, 0.55, 0.55], [0.54, -0.16, 0.81], [2.15, 0.53, 1.04], [-1.77, -0.91, 1.38], [-2.28, -0.63, -0.26], [-2.72, 0.78, 0.79], [-0.45, 1.64, 0.43], [0.45, -1.19, 0.91], [2.04, 1.32, -0.02], [1.33, -1.62, -1.59], [1.53, -0.62, -2.09], [1.72, 0.37, -2.61]],
  "e_lumo_ev": 0.6,
  "orbital_gap_ev": 9.3733,
  "smiles": "C/C=C/S.O=C=O",
  "total_energy_ev": -19174.984,
  "relative_energy_kj_mol": 31.1,
  "max_force_ev_per_a": 3.1
}

=====

{
  "formula": "C5H8FN2",
  "method": "ωB97M-V/def2-TZVPD",
  "species": ["N", "C", "C", "C", "C", "C", "N", "F", "H", "H", "H", "H", "H", "H", "H", "H"],
  "positions_angstrom": [[-1.56, 1.51, 0.28], [-2.26, 0.59, -0.27], [-1.79, -0.47, -0.99], [-0.45, -0.86, -1.00], [0.73, -0.33, -0.66], [1.90, 0.12, -0.44], [2.65, -0.34, 0.77], [2.68, 1.08, -1.08], [-1.87, 2.15, 1.06], [-0.71, 1.78, 0.00], [-3.36, 0.61, -0.07], [-2.59, -1.01, -1.59], [-0.13, -1.79, -1.53], [2.21, -0.01, 1.59], [3.62, -0.14, 0.95], [2.63, -1.33, 0.84]],
  "total_charge": 1,
  "e_lumo_ev": -3.6,
  "orbital_gap_ev": 8.3558,
  "smiles": "N/C=C\\C=C=C([NH3+])F",
  "total_energy_ev": -11002.348,
  "relative_energy_kj_mol": 295.3,
  "max_force_ev_per_a": 5.9
}

=====

{
  "formula": "C6H11FN2",
  "method": "ωB97M-V/def2-TZVPD",
  "species": ["C", "C", "C", "C", "C", "C", "N", "N", "F", "H", "H", "H", "H", "H", "H", "H", "H", "H", "H", "H"],
  "positions_angstrom": [[1.16, 0.00, 1.01], [1.87, 1.06, 0.18], [-0.94, 0.16, -0.85], [2.96, 0.45, -0.70], [-2.89, 0.46, 0.76], [-2.10, -0.41, -0.26], [0.88, 1.66, -0.74], [-0.19, 1.08, -0.74], [1.11, -1.24, 0.45], [1.76, -0.11, 1.92], [2.27, 1.72, 0.94], [0.14, 0.19, 1.15], [3.58, 1.30, -0.93], [2.51, 0.04, -1.61], [3.54, -0.28, -0.15], [-3.82, 0.03, 1.08], [-3.22, 1.26, 0.16], [-2.24, 0.56, 1.64], [-2.71, -0.76, -1.08], [-1.85, -1.34, 0.30]],
  "e_lumo_ev": 0.9,
  "orbital_gap_ev": 8.9303,
  "total_energy_ev": -12094.057,
  "relative_energy_kj_mol": 321.6,
  "max_force_ev_per_a": 3.0
}

=====

{
  "formula": "C25H74O12",
  "method": "ωB97M-V/def2-TZVPD",
  "species": ["C", "C", "C", "O", "H", "H", "H", "H", "H", "H", "H", "H", "C", "C", "C", "O", "H", "H", "H", "H", "H", "H", "H", "H", "C", "C", "C", "O", "H", "H", "H", "H", "H", "H", "H", "H", "C", "C", "O", "H", "H", "H", "H", "H", "H", "C", "C", "O", "H", "H", "H", "H", "H", "H", "C", "C", "O", "H", "H", "H", "H", "H", "H", "C", "C", "O", "H", "H", "H", "H", "H", "H", "C", "C", "O", "H", "H", "H", "H", "H", "H", "C", "C", "O", "H", "H", "H", "H", "H", "H", "C", "C", "O", "H", "H", "H", "H", "H", "H", "C", "C", "O", "H", "H", "H", "H", "H", "H", "O", "H", "H"],
  "positions_angstrom": [[2.02, -2.83, -5.84], [2.34, -1.41, -5.34], [3.18, -1.32, -4.02], [3.15, -1.01, -6.31], [1.10, -2.76, -6.41], [1.79, -3.45, -4.98], [2.82, -3.36, -6.35], [1.48, -0.75, -5.29], [2.60, -1.80, -3.23], [3.18, -0.32, -3.59], [4.14, -1.84, -4.09], [4.00, -1.09, -5.88], [4.64, -0.74, 1.96], [4.48, -2.22, 2.31], [4.80, -2.34, 3.81], [3.03, -2.53, 2.22], [5.71, -0.68, 1.74], [4.37, -0.06, 2.78], [4.06, -0.49, 1.07], [5.03, -2.90, 1.65], [4.01, -1.95, 4.46], [5.80, -1.90, 3.85], [5.19, -3.29, 4.15], [2.54, -1.74, 2.46], [1.54, 0.19, -1.00], [0.42, 0.43, 0.04], [-0.96, -0.11, -0.17], [0.88, -0.05, 1.32], [2.48, 0.68, -0.72], [1.26, 0.55, -1.99], [1.71, -0.87, -1.16], [0.41, 1.51, 0.22], [-0.99, -1.19, -0.33], [-1.52, 0.33, -0.99], [-1.58, 0.03, 0.72], [0.32, -0.76, 1.65], [1.54, -4.53, -0.29], [0.06, -4.16, -0.61], [0.03, -3.81, -1.98], [2.29, -3.73, -0.26], [2.09, -5.18, -0.98], [1.56, -5.09, 0.64], [-0.22, -3.33, 0.04], [-0.61, -5.01, -0.51], [-0.65, -4.27, -2.46], [0.79, 5.85, 0.73], [1.06, 4.51, 1.47], [2.20, 4.76, 2.31], [0.57, 6.61, 1.48], [0.00, 5.80, -0.02], [1.70, 6.12, 0.18], [1.14, 3.70, 0.75], [0.33, 4.09, 2.16], [1.89, 5.30, 3.04], [-1.82, 3.65, -1.85], [-2.73, 3.68, -0.57], [-2.51, 4.93, 0.05], [-2.04, 2.75, -2.43], [-0.78, 3.52, -1.58], [-2.05, 4.45, -2.55], [-2.41, 2.76, -0.08], [-3.81, 3.64, -0.70], [-2.69, 4.91, 0.99], [-4.33, -4.45, 0.08], [-3.92, -3.29, 1.04], [-2.51, -3.09, 1.12], [-4.12, -5.41, 0.56], [-3.81, -4.33, -0.87], [-5.40, -4.36, -0.10], [-4.20, -3.64, 2.03], [-4.42, -2.34, 0.86], [-2.30, -2.50, 0.40], [-5.93, 0.55, -0.16], [-5.23, 0.90, 1.07], [-6.21, 1.02, 2.15], [-5.24, 0.77, -0.98], [-6.70, 1.29, -0.36], [-6.39, -0.44, -0.17], [-4.88, 1.93, 0.98], [-4.34, 0.32, 1.30], [-6.35, 0.18, 2.59], [-3.72, -1.40, -2.55], [-2.96, -0.91, -3.84], [-3.34, 0.36, -4.17], [-3.43, -0.76, -1.71], [-3.39, -2.42, -2.36], [-4.81, -1.39, -2.58], [-3.14, -1.62, -4.65], [-1.87, -0.80, -3.81], [-3.34, 0.27, -5.13], [-1.75, 1.73, 3.48], [-1.83, 1.87, 4.98], [-0.61, 2.52, 5.38], [-2.67, 1.21, 3.20], [-0.96, 1.02, 3.24], [-1.46, 2.66, 3.00], [-2.06, 0.88, 5.37], [-2.62, 2.56, 5.27], [-0.76, 2.75, 6.30], [4.41, 2.60, 0.85], [5.90, 2.78, 0.54], [6.38, 4.09, 0.81], [4.11, 3.39, 1.53], [4.26, 1.60, 1.26], [3.71, 2.56, 0.02], [6.26, 2.34, -0.39], [6.39, 2.21, 1.33], [5.68, 4.58, 0.38], [-0.21, -2.19, 2.41], [0.60, -2.68, 2.52], [-0.84, -2.85, 2.09]],
  "e_lumo_ev": 0.4,
  "orbital_gap_ev": 9.9982,
  "smiles": "CC(C)O.CC(C)O.CC(C)O.CCO.CCO.CCO.CCO.CCO.CCO.CCO.CCO.O",
  "total_energy_ev": -51688.885,
  "relative_energy_kj_mol": 526.9,
  "max_force_ev_per_a": 5.7
}

=====

{
  "formula": "H14MnO7",
  "method": "ωB97M-V/def2-TZVPD",
  "species": ["Mn", "O", "H", "H", "O", "H", "H", "O", "H", "H", "O", "H", "H", "O", "H", "H", "O", "H", "H", "O", "H", "H"],
  "positions_angstrom": [[0.05, 0.04, 0.04], [-0.89, 0.56, -2.02], [-1.65, 0.16, -2.39], [-0.76, 1.43, -2.42], [-0.77, -0.67, 2.05], [-1.68, -0.90, 2.18], [-0.61, -0.15, 2.86], [1.06, 1.85, 0.35], [0.74, 2.76, 0.41], [1.99, 2.00, 0.39], [-1.96, 1.12, 0.35], [-2.29, 1.92, -0.18], [-2.69, 0.97, 0.98], [1.64, -0.35, -1.51], [2.39, -0.81, -1.12], [1.66, -0.60, -2.42], [1.88, -0.72, 1.23], [1.61, -1.52, 1.74], [2.75, -0.46, 1.57], [-0.94, -1.86, -0.61], [-0.78, -2.17, -1.49], [-0.76, -2.60, 0.00]],
  "total_charge": 2,
  "multiplicity": 6,
  "e_lumo_ev": [-6.8, -6.8],
  "orbital_gap_ev": [11.3204, 12.7728],
  "total_energy_ev": -45867.302,
  "relative_energy_kj_mol": 0.0,
  "max_force_ev_per_a": 2.3
}